Record 1
ORCA calculation (the ωB97M-V functional and the def2-TZVPD basis) on a structure of composition C29H34BrN7O3S2W in a non-equilibrium geometry.

Positions of all 77 atoms, in Å:
W  -0.21975  0.27188  0.11272
C  -1.03837  2.47672  0.07422
C  -1.91678  1.66638  0.85664
C  -1.20730  1.27311  2.05117
C  0.09332  1.84659  1.98689
C  0.20239  2.57533  0.76373
C  1.31314  3.50559  0.40165
C  1.08371  1.88414  3.10240
C  -1.85428  0.74083  3.29121
C  -3.40215  1.63410  0.65046
C  -1.50129  3.32460  -1.07170
H  1.06296  4.49737  0.78662
H  1.46594  3.59535  -0.66980
H  2.26217  3.21083  0.84307
H  0.83923  2.74216  3.73548
H  2.10323  2.02417  2.74818
H  1.04882  0.98961  3.71977
H  -2.27919  1.58759  3.83658
H  -1.14923  0.24465  3.95396
H  -2.68069  0.06544  3.07789
H  -3.80488  2.61598  0.91237
H  -3.88982  0.89924  1.28503
H  -3.67128  1.42073  -0.38216
H  -2.17662  4.08883  -0.67803
H  -2.05739  2.75392  -1.81401
H  -0.68394  3.84400  -1.56438
O  1.48411  -0.40533  1.59928
C  2.35106  0.01828  0.78615
N  1.87640  0.58863  -0.31755
S  3.11026  0.97299  -1.40117
O  2.99110  0.09291  -2.52472
O  3.11398  2.37836  -1.64679
C  4.38413  0.46544  -0.27905
C  5.74621  0.53881  -0.45866
C  6.54491  0.06280  0.57965
C  5.98965  -0.46644  1.73945
C  4.61311  -0.53866  1.90661
C  3.81448  -0.05957  0.87729
H  6.17919  0.94860  -1.35779
H  7.61971  0.10625  0.48094
H  6.64211  -0.82335  2.52129
H  4.17602  -0.94362  2.80718
N  -0.07281  -3.08467  -0.26078
C  0.63919  -4.14292  -0.66236
C  1.82492  -3.66250  -1.16572
C  1.73309  -2.27819  -1.04189
N  0.57194  -1.91365  -0.48158
H  -1.04601  -3.07930  -0.01458
H  0.25001  -5.14064  -0.57029
H  2.63936  -4.22529  -1.57595
H  2.44032  -1.55717  -1.38209
Br  -1.90005  -2.09298  -2.64927
C  -0.93938  -0.54289  -3.07481
C  -0.75993  -0.36593  -4.44078
C  -0.07740  0.73458  -4.90723
C  0.41905  1.62904  -3.97104
C  0.20314  1.37251  -2.63815
N  -0.47281  0.30792  -2.13600
H  -1.15772  -1.10499  -5.11912
H  0.07625  0.87652  -5.96560
H  0.99256  2.49782  -4.25197
H  0.64828  2.02065  -1.90363
C  -5.50361  -3.44183  -0.53169
C  -5.31318  -2.04718  0.05720
C  -3.93363  -1.85157  0.57167
N  -3.05719  -1.09466  0.02902
N  -1.84947  -1.09086  0.66836
C  -1.84839  -1.86912  1.74916
N  -0.79270  -2.05668  2.54793
S  -3.34244  -2.70533  1.98547
H  -6.50613  -3.53449  -0.93874
H  -5.37915  -4.21721  0.22291
H  -4.79400  -3.62645  -1.33695
H  -6.02343  -1.87712  0.86859
H  -5.48332  -1.27782  -0.69619
H  0.09685  -1.61518  2.34317
H  -0.86054  -2.65768  3.35085

Calculated values
Energy, hartree: -5171.5285
Frontier orbital gap, eV: 7.74
Net charge: +2

Record 2
ORCA calculation (the ωB97M-V functional and the def2-TZVPD basis) on a structure of composition CH15O10Sn in a non-equilibrium geometry.

Positions of all 27 atoms, in Å:
Sn  -2.18284  -0.86055  -12.24249
C  -5.19010  -1.14461  -12.86543
O  -6.42714  -1.17195  -12.90442
O  -4.40728  -2.10423  -13.21217
O  -4.61224  -0.14232  -12.40675
H  -4.94382  -2.77719  -13.63612
O  -2.47208  -3.64216  -11.37840
H  -2.96524  -4.44705  -11.18038
H  -1.71908  -3.74000  -10.76570
O  -2.60988  1.34349  -13.96946
H  -2.86695  2.18560  -13.52110
H  -1.72147  1.51729  -14.27791
O  -3.52118  -1.16045  -9.85266
H  -4.06890  -0.55253  -9.33930
H  -2.94289  -1.62758  -9.17800
O  -1.47300  1.54158  -11.26655
H  -1.04901  2.07942  -10.57607
H  -1.64927  2.25606  -11.90110
O  -0.24322  -1.08122  -10.73122
H  0.33137  -0.39793  -10.35967
H  0.19613  -1.83099  -10.32649
O  -2.26064  -1.34099  -14.85006
H  -2.23702  -2.29973  -14.94274
H  -1.88067  -0.91791  -15.62598
O  -0.07174  0.07454  -13.55826
H  0.47568  -0.73232  -13.53072
H  0.52374  0.83301  -13.50098

Calculated values
Energy, hartree: -1013.5784
Frontier orbital gap, eV: 7.17
Net charge: +1